No. 1
Entry from OMol25: C5H21N10O6Sn as an isolated structure at a distorted geometry (ωB97M-V/def2-TZVPD).

XYZ file:
```
43
Properties=species:S:1:pos:R:3:mulliken_spin:R:1
Sn -0.01087 2.01202 2.86438 0.000
O -0.31567 0.40476 0.37336 -0.001
H 0.36190 0.26275 -0.31603 0.000
C 1.58413 -1.52693 2.57186 0.001
O 2.07816 -0.44299 2.76582 0.001
N 0.63517 -1.72198 1.72122 0.002
N 1.96709 -2.60234 3.28150 0.001
H 0.36336 -0.91780 1.17395 0.001
H 0.11975 -2.56162 1.49885 0.000
H 1.47288 -3.46871 3.12258 0.000
H 2.82631 -2.56186 3.81084 0.000
C -1.83265 -1.55993 -1.88491 0.000
O -2.47417 -2.23798 -2.61735 0.000
N -1.78866 -1.79307 -0.65997 0.000
N -1.14273 -0.49929 -2.13701 0.000
H -2.43837 -2.46735 -0.28140 0.000
H -1.40192 -1.03947 -0.10986 0.000
H -1.20363 0.01807 -3.00230 0.000
H -0.76185 -0.09393 -1.29397 0.001
C 2.98469 -1.14750 -1.37442 -0.027
O 3.80905 -0.71413 -2.16009 0.877
N 2.74784 -0.58200 -0.19365 0.035
N 2.16766 -2.13748 -1.60959 0.116
H 1.98463 -0.97708 0.33694 0.001
H 3.32393 0.22924 -0.02015 0.001
H 1.33189 -2.34631 -1.08236 -0.003
H 2.36957 -2.77603 -2.36562 -0.006
C 1.71305 3.05224 -0.70451 0.000
O 2.05877 2.98031 0.45452 0.000
N 0.57048 2.58206 -1.05012 0.000
N 2.37593 3.54643 -1.69843 0.000
H 0.13797 1.96164 -0.38071 0.000
H 0.23760 2.69426 -1.99706 0.000
H 3.33507 3.76996 -1.47439 0.000
H 2.05329 3.61614 -2.65297 0.000
C -3.65351 1.38336 1.26947 0.000
O -3.09584 1.90040 2.18715 0.000
N -3.05281 0.69493 0.33406 0.000
N -4.92046 1.31565 1.13586 0.000
H -2.04722 0.72078 0.42481 0.000
H -3.60925 0.35219 -0.43600 0.000
H -5.38160 0.88464 0.34739 0.000
H -5.47887 1.79398 1.82829 0.000
```

* expectation value of S²: 0.7547
* energy: -38525.149 eV
* molar mass: 436.00 g/mol
* 2S+1: 2
* strongest force on any atom: 0.175 Eh/bohr
* charge: +2


No. 2
Entry from OMol25: a 4-piece molecular cluster, C5H21N2O3 overall at a distorted geometry (ωB97M-V/def2-TZVPD).

XYZ file:
```
31
Properties=species:S:1:pos:R:3:mulliken_spin:R:1
C 0.53548 -0.13470 -1.80290 -0.058
N 1.56997 0.26613 -0.89101 0.340
C 2.71830 1.15454 -1.44083 0.060
C -0.85215 -0.18038 -1.11308 0.176
N -0.53349 -0.33228 0.35573 0.238
C -3.00440 1.27188 -0.81612 0.143
C -1.60136 1.18468 -1.29987 0.015
H 0.62308 0.58562 -2.63622 -0.021
H 0.69297 -1.09294 -2.18654 -0.058
H 1.80129 -0.35925 -0.13239 -0.069
H 3.49152 0.46719 -1.70403 0.008
H 2.84137 1.80940 -0.59808 -0.059
H 2.41800 1.45806 -2.49579 -0.003
H -1.52488 -0.97227 -1.42651 0.018
H 0.04007 0.44498 0.73717 0.101
H -0.08902 -1.35014 0.59318 0.148
H -1.41399 -0.43841 0.88377 -0.293
H -3.58501 0.32226 -0.79011 -0.029
H -3.44156 2.00512 -1.46407 0.000
H -3.13424 1.59945 0.21459 -0.051
H -1.42478 1.44546 -2.34439 -0.019
H -1.03753 1.96078 -0.71360 -0.010
H 1.94717 -0.38742 2.57290 0.070
H 2.05929 -1.92866 2.28531 0.102
O 1.70560 -1.09512 1.79303 -0.091
H -0.32377 -3.16492 2.35911 -0.009
H 0.53373 -3.76953 1.24949 0.067
O 0.36700 -2.97408 1.68378 -0.097
H 0.20343 1.30238 3.21978 -0.053
H -0.94070 0.03640 3.18053 -0.055
O -0.64140 0.86577 2.72718 0.489
```

* expectation value of S²: 0.7507
* energy: -14643.189 eV
* molar mass: 157.23 g/mol
* 2S+1: 2
* strongest force on any atom: 0.102 Eh/bohr